A structure of composition C5H7N3. Source: the OMol25 dataset; level of theory: ωB97M-V/def2-TZVPD.

The geometry in ORCA input format:
```
! wB97M-V def2-TZVPD RIJCOSX def2/J DEFGRID3
* xyz 0 1
C -0.75689 1.53057 1.25498
C -0.40998 0.61041 0.00194
C -1.24580 -0.52201 -0.43406
C 0.09330 -1.19541 -0.79674
C 2.13756 -1.54488 -0.70325
H -1.43330 2.42685 0.97193
H 0.27263 2.04549 1.48467
H -1.11209 0.78581 2.06665
H -0.54421 1.51009 -0.76506
H -1.75693 -0.77280 0.53592
H -2.16338 -0.31688 -1.22513
H 3.16090 -2.02044 -0.91681
N 1.01187 -1.98053 -1.35868
N 1.99818 -0.34152 -0.05985
N 0.74814 -0.21474 -0.05651
*
```

Summary:
electronic energy: -9764.875 eV
LUMO: 0.74 eV
HOMO level: -9.1 eV
energy relative to the best compared isomer or geometry (same formula, charge and spin): 435.39 kJ/mol

Löwdin population analysis, charges in e, atoms 1 to 6: C -0.060; C -0.393; C -0.068; C -0.219; C -0.194; H 0.092


A structure of composition C5H7N3. Source: the OMol25 dataset; level of theory: ωB97M-V/def2-TZVPD.

The geometry in ORCA input format:
```
! wB97M-V def2-TZVPD RIJCOSX def2/J DEFGRID3
* xyz 0 1
C -2.04384 -0.84494 -0.10928
C -0.68223 -1.03770 -0.11037
C 0.33335 -0.12709 -0.22563
C 1.69849 -0.72221 -0.00408
C 2.73843 -1.26500 0.16745
H -3.52879 0.53131 0.16196
H -1.87210 1.30619 0.01018
H -2.84218 -1.63958 -0.35747
H -0.22815 -2.01999 -0.38375
H 2.42855 1.49365 -0.44872
H 1.29570 2.57345 0.94066
H 3.62515 -1.96109 0.36105
N -2.51207 0.45839 0.21194
N 0.25504 1.19412 0.05164
N 1.33465 2.06049 -0.26561
*
```

Summary:
electronic energy: -9762.335 eV
LUMO: 0.27 eV
HOMO level: -7.7 eV
energy relative to the best compared isomer or geometry (same formula, charge and spin): 680.48 kJ/mol

Löwdin population analysis, charges in e, atoms 1 to 6: C -0.142; C -0.145; C -0.339; C -0.134; C 0.083; H 0.077


The molecule C5H7N3. Source: the OMol25 dataset; level of theory: ωB97M-V/def2-TZVPD.

The geometry in ORCA input format:
```
! wB97M-V def2-TZVPD RIJCOSX def2/J DEFGRID3
* xyz 0 1
C -1.62071 -2.55825 0.18592
C -0.74242 -1.56446 0.17837
N -1.14310 -0.24117 0.18449
C -0.18077 0.68585 0.07247
C -0.61322 1.99424 -0.38775
N -0.80533 3.03094 -1.07047
N 1.11200 0.37195 0.16419
C 2.16454 1.34979 0.02855
H -1.32561 -3.64077 0.12648
H -2.76295 -2.31966 0.48833
H 0.40370 -1.81860 -0.20390
H -2.07648 -0.10381 0.00863
H 3.14640 0.80734 -0.38657
H 1.88831 2.40838 -0.44543
H 2.55564 1.59822 1.05669
*
```

Summary:
SMILES string: C=CN/C(C#N)=N/C
electronic energy: -9765.275 eV
LUMO: -0.09 eV
HOMO level: -8.8 eV
energy relative to the best compared isomer or geometry (same formula, charge and spin): 396.82 kJ/mol

Löwdin population analysis, charges in e, atoms 1 to 6: C -0.031; C -0.239; N 0.043; C -0.384; C -0.093; N 0.148


The molecule C5H7N3. Source: the OMol25 dataset; level of theory: ωB97M-V/def2-TZVPD.

The geometry in ORCA input format:
```
! wB97M-V def2-TZVPD RIJCOSX def2/J DEFGRID3
* xyz 0 1
H 3.31180 -0.87757 -0.12524
N 2.37331 -0.49038 -0.33847
N 1.48447 -0.99643 0.31267
C -0.12764 -0.64350 0.00195
C -0.93158 -1.88302 -0.09845
C -0.30206 0.63574 0.07829
C 0.49075 1.87165 0.17962
C -2.01173 0.88219 -0.12197
N -2.97912 1.52463 -0.15810
H -1.36928 -1.97134 -1.09621
H -1.72992 -1.89280 0.64816
H -0.30137 -2.75950 0.08107
H 0.12102 2.49665 0.99685
H 1.54621 1.66061 0.39013
H 0.42513 2.44306 -0.75030
*
```

Summary:
SMILES string: [H]/N=N/C(C)=C(\C)C#N
electronic energy: -9764.718 eV
LUMO: 0.49 eV
HOMO level: -8.9 eV
energy relative to the best compared isomer or geometry (same formula, charge and spin): 450.52 kJ/mol

Löwdin population analysis, charges in e, atoms 1 to 6: H 0.073; N 0.030; N -0.011; C -0.232; C -0.057; C -0.201


The molecule C5H7N3. Source: the OMol25 dataset; level of theory: ωB97M-V/def2-TZVPD.

The geometry in ORCA input format:
```
! wB97M-V def2-TZVPD RIJCOSX def2/J DEFGRID3
* xyz 0 1
C -0.90629 1.79117 -0.02400
C -1.85606 0.73404 -0.09805
C 1.06456 0.42638 -0.11504
C 3.38514 -0.39647 0.02796
C 2.02752 -0.52871 -0.00052
N 0.31347 1.33686 0.09032
N -1.42344 -0.45889 0.11126
N -2.42694 -1.36390 0.07528
H -1.04382 2.75803 0.23943
H -2.84426 1.07483 -0.25990
H 4.11759 -1.25452 0.20212
H 3.70350 0.64299 -0.03747
H 1.49503 -1.56935 0.18511
H -2.19461 -2.15948 -0.47953
H -3.41138 -1.03299 0.08304
*
```

Summary:
electronic energy: -9763.570 eV
LUMO (spin up / spin down): 0.26 / 0.26 eV
HOMO level (spin up / spin down): -6.6 / -6.6 eV
energy relative to the best compared isomer or geometry (same formula, charge and spin): 561.28 kJ/mol

Löwdin population analysis, charges in e, atoms 1 to 6: C -0.140; C -0.185; C -0.038; C -0.014; C -0.205; N 0.083


A structure of composition C5H7N3O. Source: the OMol25 dataset; level of theory: ωB97M-V/def2-TZVPD.

The geometry in ORCA input format:
```
! wB97M-V def2-TZVPD RIJCOSX def2/J DEFGRID3
* xyz 0 1
C -1.39065 0.29222 0.81299
C -0.96969 -1.21462 0.34398
C -0.06447 0.77717 0.37374
C 0.48594 -0.44346 -0.13478
N 0.43213 2.00243 0.30117
N 1.88776 -0.69329 -0.12844
C -0.20773 -0.60031 -1.57261
N -1.30168 -1.17543 -1.46732
O -1.18000 -2.23796 0.94642
H -0.06704 2.79990 0.65925
H 1.35691 2.13643 -0.08164
H 2.12637 -1.47490 -0.72894
H 2.23299 -0.88983 0.80238
H -2.26558 0.81649 0.42352
H -1.44067 0.17236 1.89556
H 0.36540 -0.26721 -2.44527
*
```

Summary:
electronic energy: -11812.154 eV
LUMO: -0.13 eV
HOMO level: -7.7 eV
energy relative to the best compared isomer or geometry (same formula, charge and spin): 408.68 kJ/mol

Löwdin population analysis, charges in e, atoms 1 to 6: C 0.007; C -0.461; C -0.234; C -0.359; N 0.220; N 0.097


Strongest force on any atom readings, ordered: 7.5 7.0 9.7 5.8 4.2 1.1 eV Å⁻¹